# C32H23Cl6NO9Tc

A molecular structure, C32H23Cl6NO9Tc (the ωB97M-V functional and the def2-TZVPD basis, OMol25).

Element x y z (Å)
1 Tc 10.18965 12.45122 8.98954
2 O 10.02250 12.34928 11.13947
3 C 8.79234 11.88708 11.71891
4 C 7.78609 11.89912 10.54706
5 O 6.66617 11.39817 10.62236
6 O 8.18717 12.56684 9.48795
7 C 9.02184 10.50429 12.34324
8 C 9.73482 10.40741 13.55142
9 C 10.07307 9.18386 14.09842
10 C 9.66975 8.00104 13.49025
11 C 8.87646 8.08984 12.35396
12 C 8.57478 9.30981 11.76830
13 C 8.27702 12.96261 12.70634
14 C 7.33747 12.59782 13.66456
15 C 6.70582 13.54759 14.45277
16 C 7.06842 14.89567 14.30944
17 C 8.01208 15.26832 13.37176
18 C 8.58934 14.31817 12.52925
19 H 10.65615 12.82055 11.70269
20 H 10.05630 11.31813 14.04091
21 H 10.66056 9.15563 15.00558
22 H 9.97056 7.04881 13.86862
23 H 8.57549 7.16136 11.87265
24 H 8.00858 9.34791 10.83911
25 H 7.04517 11.56638 13.78060
26 H 5.97488 13.25220 15.19665
27 H 6.60406 15.66491 14.90418
28 H 8.32358 16.30100 13.28916
29 H 9.27482 14.63428 11.74684
30 Cl 11.53223 19.80802 10.89188
31 C 11.11577 18.21239 10.31207
32 C 10.14105 18.02146 9.32318
33 C 9.86242 16.76970 8.86554
34 Cl 8.66918 16.60159 7.64219
35 C 10.52402 15.60981 9.37454
36 O 10.22076 14.44036 8.84993
37 C 11.49815 15.82375 10.37937
38 C 12.34144 14.80148 10.97479
39 O 12.20747 13.59574 10.90276
40 C 11.77142 17.11022 10.80834
41 H 9.65524 18.91006 8.90904
42 H 13.16779 15.24814 11.56586
43 H 12.56217 17.24722 11.53668
44 Cl 13.50496 6.62741 9.34713
45 C 13.11753 8.27261 9.16028
46 C 14.11114 9.22436 9.04118
47 Cl 15.75503 8.77214 9.18630
48 C 13.79149 10.55453 8.84942
49 Cl 15.02250 11.77414 8.67528
50 C 12.46945 10.92721 8.80435
51 O 12.07980 12.21456 8.56676
52 C 11.47098 9.99135 9.02304
53 O 10.20376 10.48576 9.10446
54 C 11.79304 8.68064 9.15774
55 Cl 10.46611 7.55471 9.27038
56 O 9.38238 11.35932 5.18979
57 C 9.09903 11.39276 6.35833
58 O 9.53434 12.35832 7.16208
59 C 8.25346 10.28333 7.00946
60 N 7.11254 10.87105 7.84001
61 C 5.78618 10.59052 7.16059
62 C 6.20046 10.11670 5.77689
63 C 7.53012 9.38937 5.99365
64 H 8.86813 9.73045 7.73173
65 H 7.30005 11.86526 8.07317
66 H 7.10929 10.46639 8.77074
67 H 5.14319 11.46480 7.27436
68 H 5.34877 9.78395 7.75834
69 H 6.38482 10.98109 5.12508
70 H 5.43445 9.50491 5.28475
71 H 8.15010 9.33881 5.08959
72 H 7.39049 8.38360 6.40836

Total charge: 0
Multiplicity: 4
Gap between HOMO and LUMO (alpha / beta) (hartree): 0.28506 / 0.26650
Calculated total energy (eV): -130810.3766